1.
This record from the OMol25 dataset describes a structure of composition C15H21CrN6O3SSe2. The level of theory is wB97M-V/def2-TZVPD.

The geometry in XYZ format:
```
49
Properties=species:S:1:pos:R:3
Cr 0.27630 0.96074 -0.73487
O 0.99415 1.97554 1.19670
C 0.13509 3.07055 1.54795
C -0.21944 4.14075 0.54334
C -0.42875 5.39477 1.50302
O -1.08044 6.46444 0.86124
C 0.89647 4.47684 -0.43652
Se 1.48210 3.02951 -1.68170
C -1.55346 3.92535 -0.21195
Se -2.05849 2.00617 -0.28902
H 1.72512 2.40432 0.81353
H 0.53340 3.56099 2.39148
H -0.73962 2.51280 1.88041
H 0.53796 5.73457 1.79869
H -1.01252 5.21903 2.40826
H -0.76881 6.57299 -0.06010
H 1.80333 4.83952 0.06692
H 0.65545 5.30846 -1.13333
H -1.51079 4.36394 -1.20472
H -2.43387 4.43890 0.30118
S 1.25238 -6.28105 -0.36454
C 1.93571 -5.30099 0.80041
N 2.43830 -4.58110 1.55440
C 0.40424 -2.68289 -1.32299
C -0.81280 -2.02500 -0.76086
O -0.81842 -0.82895 -0.57473
C -2.05948 -2.79742 -0.51349
C -3.32187 -2.21383 -0.63548
C -4.39427 -3.04658 -0.48312
C -4.21682 -4.44713 -0.37927
C -2.95020 -5.03231 -0.25648
C -1.92487 -4.14363 -0.34672
H 0.67405 -1.96996 -2.11590
H 0.25373 -3.65334 -1.69246
H 1.12819 -2.66681 -0.59537
H -3.49307 -1.13501 -0.71364
H -5.43562 -2.63767 -0.58389
H -5.09592 -4.99419 -0.40545
H -2.81489 -6.08355 -0.12268
H -0.97498 -4.66507 -0.41282
N 4.38542 -2.10572 1.19980
N 3.71489 -1.22899 0.42229
N 4.36683 -0.53235 -0.45647
C 3.41844 0.11650 -1.04678
N 2.21278 -0.03849 -0.48648
N 2.43920 -0.98781 0.45726
H 3.71710 -2.87701 1.41766
H 5.11498 -2.51743 0.53293
H 3.62381 0.95762 -1.67563
```

The calculation puts the calculated total energy at -7383.9825 Eh. The spin multiplicity is 5. As for the net charge: -1. For the gap between HOMO and LUMO (alpha / beta), the calculation gives 6.9 / 7.0 eV. The LUMO energy (alpha / beta) comes out at 2.22 / 2.10 eV. As for the energy relative to the best compared isomer or geometry (same formula, charge and spin): 46.72 kJ/mol. The HOMO energy (alpha / beta) is -0.1717 / -0.1786 hartree.

2.
This record from the OMol25 dataset describes a cluster of 3 separate species, C29H50F5I2N2O8S in total. The level of theory is wB97M-V/def2-TZVPD.

The geometry in XYZ format:
```
97
Properties=species:S:1:pos:R:3
C 4.98636 2.13850 2.29734
C 3.62401 1.60954 2.77513
C 2.70819 1.22536 1.59317
C 1.54445 0.22813 1.84179
C 1.14033 0.30043 3.32959
C 1.69526 -1.20900 1.22529
C 3.16024 -1.65017 1.03648
C 4.09520 -1.65939 2.24338
O 5.33904 -1.08943 1.82529
C 1.13974 -1.19341 -0.28927
C 1.61560 -0.04930 -1.17622
I 0.76121 1.91345 -1.11148
C 2.55921 -0.17065 -2.11899
C 3.06288 0.94845 -3.00490
I 3.50659 -2.00291 -2.61567
C -0.34802 -1.62967 -0.48752
C -0.67434 -1.70154 -2.01201
C -1.27359 -0.48730 -2.72450
O -1.41004 -1.16170 0.32679
C -1.78357 0.08397 0.39533
N -2.19957 1.15549 0.33973
N -0.36275 -3.10991 -0.10208
C 0.27612 -3.47293 1.20490
C -0.93180 -4.01577 2.03837
S 1.38693 -4.96228 1.11220
O 0.77024 -6.05242 1.80825
O 2.72749 -4.68183 1.53866
C 1.47925 -5.52057 -0.64321
F 1.82828 -4.50115 -1.45095
F 0.25996 -5.95496 -1.00839
C 2.52293 -6.67350 -0.85377
F 3.74958 -6.19821 -0.74020
F 2.34036 -7.07253 -2.12327
F 2.30376 -7.69498 -0.05559
C 0.84207 -2.26757 2.00268
C 1.37889 -2.69921 3.38745
C 0.49098 -2.38336 4.58997
O 0.97573 -2.31797 5.68739
O -0.83403 -2.21975 4.38990
H 4.86771 3.07502 1.75001
H 5.58170 2.36971 3.18311
H 5.51828 1.41348 1.68482
H 3.79094 0.83159 3.51945
H 3.16207 2.44341 3.30951
H 2.22806 2.16467 1.31404
H 3.34498 0.98556 0.74023
H 0.66844 0.65337 1.34121
H 0.13382 -0.10630 3.46163
H 1.81899 -0.20787 4.00869
H 1.05567 1.34245 3.63295
H 3.18402 -2.64428 0.58658
H 3.64998 -1.02103 0.29433
H 4.29985 -2.70015 2.52404
H 3.72968 -1.15551 3.13808
H 5.81282 -0.82271 2.61882
H 1.63887 -2.06360 -0.73328
H 3.48064 1.74460 -2.38835
H 3.84490 0.60328 -3.67570
H 2.23933 1.33095 -3.60857
H 0.26888 -1.98887 -2.48523
H -1.34096 -2.56009 -2.16770
H -0.59920 -0.14699 -3.51050
H -1.51911 0.37959 -2.12345
H -2.18521 -0.78277 -3.24522
H -1.35126 -3.38134 -0.11979
H 0.06820 -3.58592 -0.90046
H -1.63271 -3.19183 2.17159
H -0.63861 -4.38219 3.01198
H -1.42764 -4.81168 1.47896
H -0.06144 -1.70328 2.24685
H 1.53718 -3.77608 3.48262
H 2.31540 -2.24211 3.66987
H -1.21580 -2.08124 5.27073
C -0.96621 5.57418 -2.28118
C -1.73918 4.98414 -3.45090
C -3.23547 5.18999 -3.28779
O -1.44173 3.58926 -3.57217
H -1.26084 5.08665 -1.34581
H 0.10624 5.41639 -2.41211
H -1.14976 6.64413 -2.18195
H -1.40406 5.44564 -4.38026
H -3.59744 4.69454 -2.38265
H -3.77458 4.75862 -4.13187
H -3.48692 6.24804 -3.21968
H -1.73347 3.16304 -2.75872
C -6.89770 3.66488 -2.97381
C -6.75919 4.34041 -1.61725
C -8.06836 4.30449 -0.84372
O -6.32136 5.68889 -1.77979
H -7.64317 4.18213 -3.58347
H -5.95280 3.69851 -3.51695
H -7.20283 2.62247 -2.86858
H -5.98023 3.84061 -1.03821
H -8.84869 4.84112 -1.38967
H -7.95366 4.79227 0.12447
H -8.40533 3.27970 -0.68027
H -6.99268 6.15622 -2.28806
```

The calculation puts the calculated total energy at -3338.9641 Eh. As for the net charge: +1. For the gap between HOMO and LUMO, the calculation gives 8.9 eV. The LUMO energy comes out at -2.76 eV. The HOMO energy is -0.4267 hartree.

Q: The lowest net charge belongs to which entry?
A: C15H21CrN6O3SSe2